[1]
10
Properties=species:S:1:pos:R:3:forces:R:3 method="wB97M-V/def2-TZVPD" total_charge=+1 fmax_ha_per_bohr=0.05046 e_homo_ev=-14.972 energy_ha=-253.20909 relative_energy_ev=0.715
Rb -0.456 0.876 1.876 -0.22 0.16 0.10
O -1.997 1.228 -1.038 -0.66 0.66 0.52
H -2.798 0.740 -0.812 -0.13 0.20 -0.23
H -1.309 0.573 -0.969 0.39 -0.51 -0.34
O -0.329 -0.766 -0.479 1.86 0.22 -0.21
H 0.562 -0.801 -0.895 -0.85 0.14 0.27
H -0.686 -1.595 -0.761 -0.74 -0.99 -0.20
O 2.076 -0.225 1.210 -1.78 -0.59 1.80
H 2.085 -0.177 0.285 0.76 0.25 -1.81
H 2.852 0.147 1.583 1.36 0.47 0.11


[2]
42
Properties=species:S:1:pos:R:3:forces:R:3 method="wB97M-V/def2-TZVPD" total_charge=0 fmax_ha_per_bohr=0.02116 e_homo_ev=-10.227 energy_ha=-1070.08061 relative_energy_ev=3.275
H -0.783 0.771 -1.177 0.19 0.24 0.10
H 0.479 0.044 -0.743 0.18 0.08 -0.04
H -4.491 -2.171 0.768 -0.10 0.08 0.35
H -4.789 -0.886 0.013 -0.58 -0.04 0.11
H -4.288 3.706 -0.680 0.07 0.03 0.09
H -4.552 2.535 0.253 0.03 0.06 0.08
H 3.228 1.483 -0.386 -0.04 -0.13 -0.24
H 2.914 2.163 -1.708 -0.07 -0.08 0.21
H 3.847 0.230 1.822 -0.03 -0.22 0.02
H 5.326 0.141 1.483 0.00 -0.11 -0.09
H 1.113 -0.485 3.514 -0.10 -0.15 -0.06
H 1.437 -1.931 3.852 -0.01 -0.02 -0.12
H 1.229 4.220 -0.603 -0.17 -0.16 0.01
H 0.014 3.671 0.126 0.23 -0.15 -0.18
H 1.255 -0.403 -3.257 0.09 -0.01 -0.02
H 2.326 0.645 -3.514 0.05 -0.07 0.02
H 1.948 3.429 1.842 -0.06 0.09 -0.02
H 1.105 2.172 1.976 -0.19 0.00 -0.17
H 1.877 -3.542 -2.163 0.16 -0.01 0.18
H 2.965 -3.227 -1.148 -0.46 0.04 -0.16
H -3.055 -2.344 -0.649 0.05 -0.34 -0.27
H -2.524 -3.576 0.065 0.18 0.00 0.08
H -3.549 -0.587 -1.288 0.23 0.32 -0.20
H -3.930 -0.362 -2.742 -0.13 -0.02 -0.02
H -2.146 -0.399 2.404 -0.06 -0.13 0.02
H -2.240 -1.174 1.100 0.23 -0.22 0.18
H 1.735 -1.773 0.286 -0.01 -0.22 0.12
H 3.246 -1.932 0.298 0.10 0.45 0.28
O -0.211 0.630 -0.414 -0.26 -0.30 0.00
O -4.839 -1.281 0.891 0.06 0.05 -0.26
O -4.015 3.331 0.165 -0.10 -0.13 -0.15
O 3.624 2.037 -1.068 0.06 0.22 0.09
O 4.522 -0.389 1.521 0.07 0.23 0.10
O 1.410 -1.310 3.115 0.14 0.18 0.10
O 0.377 3.798 -0.758 -0.23 0.53 -0.75
O 2.027 0.010 -2.853 -0.21 0.05 -0.13
O 1.112 3.041 1.560 0.47 -0.29 0.93
O 2.430 -3.954 -1.489 0.05 -0.86 -0.56
O -2.245 -2.725 -0.292 -0.22 0.05 -0.34
O -4.300 -0.623 -1.891 0.26 -0.07 0.07
O -2.103 -1.293 2.047 0.14 0.36 0.28
O 2.512 -1.693 -0.278 0.00 0.68 0.34